1.
{"formula": "C38H35OP2Tm", "method": "ωB97M-V with the def2-TZVPD basis set", "elements": ["C", "C", "C", "C", "C", "C", "P", "C", "C", "C", "C", "C", "C", "Tm", "P", "C", "C", "C", "C", "C", "C", "C", "C", "C", "C", "C", "C", "C", "C", "C", "C", "C", "C", "C", "C", "C", "C", "C", "C", "H", "H", "H", "H", "H", "H", "H", "H", "H", "H", "H", "H", "H", "H", "H", "H", "H", "H", "H", "H", "H", "H", "H", "H", "H", "H", "H", "H", "H", "H", "H", "H", "C", "C", "O", "H", "H", "H"], "positions_angstrom": [[2.45, -0.83, -0.35], [2.08, 0.48, -0.01], [2.55, 1.09, 1.16], [3.48, 0.42, 1.94], [3.92, -0.86, 1.58], [3.37, -1.49, 0.45], [0.88, 1.31, -1.03], [1.07, 3.11, -0.74], [0.15, 3.84, 0.06], [0.46, 5.18, 0.35], [1.62, 5.78, -0.16], [2.48, 5.04, -0.98], [2.22, 3.71, -1.27], [-1.67, 1.71, -0.62], [-1.19, -0.88, 0.67], [-0.26, -0.73, 2.24], [0.61, -1.71, 2.74], [1.27, -1.51, 3.95], [1.10, -0.32, 4.68], [0.26, 0.67, 4.16], [-0.42, 0.47, 2.96], [-2.93, -1.16, 1.21], [-3.91, -1.24, 0.20], [-5.25, -1.33, 0.55], [-5.64, -1.41, 1.89], [-4.66, -1.37, 2.88], [-3.31, -1.24, 2.56], [-0.76, -2.47, -0.12], [-0.38, -2.47, -1.48], [-0.10, -3.67, -2.13], [-0.21, -4.90, -1.46], [-0.62, -4.89, -0.12], [-0.90, -3.69, 0.55], [1.22, 0.98, -2.76], [2.54, 0.72, -3.13], [2.84, 0.51, -4.47], [1.83, 0.56, -5.44], [0.51, 0.83, -5.06], [0.19, 1.05, -3.72], [-3.61, -1.19, -0.85], [-6.00, -1.33, -0.24], [-6.69, -1.51, 2.15], [-4.95, -1.43, 3.93], [-2.55, -1.20, 3.34], [0.79, -2.63, 2.17], [1.96, -2.27, 4.32], [1.63, -0.17, 5.63], [0.14, 1.61, 4.70], [-1.06, 1.27, 2.58], [-0.31, -1.53, -2.04], [0.20, -3.67, -3.18], [0.00, -5.84, -1.97], [-0.73, -5.84, 0.42], [-1.24, -3.72, 1.59], [3.32, 0.67, -2.36], [3.87, 0.29, -4.75], [2.08, 0.40, -6.49], [-0.28, 0.87, -5.81], [-0.86, 1.27, -3.44], [-0.77, 3.39, 0.53], [-0.21, 5.76, 0.98], [1.85, 6.83, 0.06], [3.38, 5.50, -1.38], [2.87, 3.11, -1.91], [2.19, 2.09, 1.44], [3.85, 0.89, 2.85], [4.64, -1.39, 2.20], [3.66, -2.52, 0.20], [2.01, -1.33, -1.22], [5.67, -3.38, 2.49], [5.60, -3.79, 1.86], [-5.01, 1.80, -1.51], [-3.57, 1.92, -1.76], [-2.69, 2.82, -2.06], [-5.11, 1.82, -0.40], [-5.14, 0.75, -1.84], [-5.84, 2.40, -1.94]], "charge": 2, "lumo_energy_ev": [-6.58, -6.52], "multiplicity": 3, "total_energy_ev": -90112.216, "largest_force_ev_per_a": 2.808}

2.
{"formula": "C38H36B3Br3O8", "method": "ωB97M-V with the def2-TZVPD basis set", "elements": ["C", "O", "C", "C", "C", "C", "C", "C", "B", "O", "B", "Br", "O", "B", "C", "Br", "C", "C", "Br", "O", "H", "H", "H", "H", "H", "H", "H", "H", "H", "H", "H", "H", "H", "H", "H", "H", "H", "H", "H", "H", "O", "C", "C", "C", "C", "C", "C", "C", "C", "O", "C", "C", "C", "C", "C", "C", "H", "H", "H", "H", "H", "H", "H", "H", "O", "C", "C", "C", "C", "C", "C", "C", "C", "O", "C", "C", "C", "C", "C", "C", "H", "H", "H", "H", "H", "H", "H", "H"], "positions_angstrom": [[-3.00, -3.45, 1.05], [-2.31, -2.24, 1.23], [-3.00, -1.12, 0.69], [-2.09, 0.09, 0.83], [-2.73, 1.48, 0.62], [-4.23, 1.52, 0.33], [-5.11, 1.44, 1.58], [-6.61, 1.37, 1.26], [-7.45, 0.39, 2.12], [-6.88, -0.54, 2.99], [-7.67, -1.58, 3.39], [-7.19, -2.58, 4.95], [-8.81, -1.91, 2.70], [-9.41, -0.88, 1.99], [-10.68, -1.26, 1.11], [-10.18, -0.88, -0.74], [-12.03, -0.66, 1.46], [-12.68, -1.42, 2.61], [-11.96, 1.24, 1.87], [-8.84, 0.35, 2.03], [-2.65, -3.98, 0.15], [-4.08, -3.30, 0.96], [-2.82, -4.09, 1.92], [-3.23, -1.31, -0.36], [-3.94, -0.99, 1.24], [-1.63, 0.03, 1.82], [-1.27, -0.03, 0.11], [-2.21, 1.96, -0.21], [-2.54, 2.10, 1.50], [-4.52, 0.74, -0.39], [-4.47, 2.46, -0.16], [-4.81, 0.60, 2.21], [-4.91, 2.34, 2.17], [-6.77, 1.06, 0.22], [-7.07, 2.36, 1.34], [-10.79, -2.34, 1.16], [-12.67, -0.73, 0.58], [-12.70, -2.48, 2.38], [-13.70, -1.07, 2.76], [-12.13, -1.28, 3.54], [4.96, 0.48, -4.60], [3.92, 0.58, -4.00], [3.46, -0.47, -3.05], [4.27, -1.58, -2.83], [3.89, -2.55, -1.92], [2.70, -2.42, -1.22], [1.88, -1.32, -1.44], [2.26, -0.35, -2.35], [1.36, 0.82, -2.57], [0.30, 0.91, -1.99], [1.83, 1.89, -3.50], [1.03, 3.02, -3.68], [1.46, 4.03, -4.53], [2.68, 3.93, -5.18], [3.47, 2.81, -5.01], [3.05, 1.78, -4.16], [5.20, -1.66, -3.38], [4.53, -3.41, -1.75], [2.41, -3.17, -0.50], [0.95, -1.21, -0.90], [0.09, 3.08, -3.16], [0.84, 4.91, -4.67], [3.01, 4.72, -5.84], [4.42, 2.71, -5.51], [7.69, -1.05, 3.25], [7.94, -0.56, 2.17], [6.86, 0.03, 1.32], [5.56, 0.03, 1.80], [4.54, 0.58, 1.04], [4.83, 1.14, -0.20], [6.13, 1.14, -0.69], [7.15, 0.58, 0.07], [8.54, 0.57, -0.48], [8.78, 1.01, -1.58], [9.62, 0.01, 0.38], [10.92, 0.02, -0.09], [11.95, -0.47, 0.70], [11.67, -0.99, 1.96], [10.37, -1.01, 2.43], [9.34, -0.51, 1.65], [5.36, -0.41, 2.77], [3.53, 0.58, 1.41], [4.04, 1.58, -0.79], [6.37, 1.56, -1.66], [11.12, 0.43, -1.07], [12.96, -0.46, 0.33], [12.47, -1.37, 2.58], [10.13, -1.41, 3.41]], "charge": 0, "lumo_energy_ev": -1.07, "total_energy_ev": -268536.858, "largest_force_ev_per_a": 0.753}

3.
{"formula": "C38H36BCoN6Te", "method": "ωB97M-V with the def2-TZVPD basis set", "elements": ["Co", "C", "C", "C", "C", "N", "N", "B", "N", "N", "C", "C", "C", "C", "C", "C", "C", "C", "C", "C", "N", "N", "C", "C", "C", "C", "C", "C", "C", "C", "C", "C", "C", "C", "C", "C", "C", "C", "H", "H", "H", "H", "H", "H", "H", "H", "H", "H", "H", "H", "H", "H", "H", "H", "H", "H", "H", "H", "H", "H", "H", "H", "H", "H", "H", "H", "C", "Te", "C", "C", "C", "C", "C", "C", "C", "H", "H", "H", "H", "H", "H", "H", "H"], "positions_angstrom": [[0.80, 0.15, 0.57], [-1.35, -4.30, -1.31], [-1.02, -3.36, -0.21], [-1.59, -3.30, 1.05], [-0.98, -2.21, 1.68], [-0.11, -1.65, 0.82], [-0.11, -2.38, -0.31], [0.89, -2.09, -1.44], [2.28, -1.85, -0.81], [2.47, -0.89, 0.11], [3.75, -0.92, 0.50], [4.40, -1.94, -0.20], [3.44, -2.51, -1.02], [3.61, -3.63, -1.97], [4.27, 0.00, 1.50], [5.61, -0.04, 1.90], [6.07, 0.83, 2.87], [5.22, 1.76, 3.45], [3.89, 1.80, 3.06], [3.42, 0.94, 2.10], [0.43, -0.78, -2.10], [0.53, 0.39, -1.44], [0.26, 1.38, -2.30], [-0.06, 0.82, -3.54], [0.05, -0.55, -3.37], [-0.24, -1.61, -4.35], [0.50, 2.78, -1.98], [0.19, 3.78, -2.90], [0.64, 5.07, -2.69], [1.38, 5.38, -1.56], [1.63, 4.40, -0.61], [1.18, 3.12, -0.82], [-1.07, -1.80, 3.07], [-1.92, -2.45, 3.96], [-1.85, -2.20, 5.32], [-0.93, -1.28, 5.81], [-0.10, -0.60, 4.93], [-0.18, -0.85, 3.57], [-2.07, -5.03, -0.96], [-0.47, -4.82, -1.67], [-1.79, -3.76, -2.14], [-2.34, -3.96, 1.45], [0.91, -2.96, -2.21], [5.43, -2.23, -0.13], [4.64, -3.96, -1.94], [3.36, -3.33, -2.99], [2.96, -4.47, -1.71], [6.29, -0.75, 1.46], [7.10, 0.80, 3.18], [5.58, 2.43, 4.21], [3.22, 2.52, 3.51], [2.36, 0.98, 1.79], [-0.32, 1.33, -4.45], [-0.50, -1.16, -5.31], [-1.07, -2.23, -4.02], [0.62, -2.26, -4.50], [-0.38, 3.56, -3.78], [0.44, 5.84, -3.43], [1.77, 6.38, -1.43], [2.20, 4.64, 0.27], [1.40, 2.33, -0.09], [-2.64, -3.17, 3.60], [-2.49, -2.73, 6.00], [-0.85, -1.11, 6.87], [0.62, 0.11, 5.30], [0.49, -0.34, 2.88], [-2.76, 0.75, -0.92], [-2.10, 0.98, 1.12], [-3.89, 2.25, 1.26], [-4.71, 1.97, 0.04], [-6.03, 2.42, -0.05], [-6.77, 2.18, -1.19], [-6.20, 1.50, -2.26], [-4.90, 1.04, -2.17], [-4.16, 1.26, -1.02], [-2.70, -0.31, -1.20], [-2.10, 1.32, -1.59], [-3.63, 3.30, 1.32], [-4.43, 1.99, 2.17], [-6.48, 2.95, 0.77], [-7.79, 2.52, -1.26], [-6.77, 1.32, -3.16], [-4.45, 0.51, -3.00]], "charge": 1, "lumo_energy_ev": [-4.14, -3.21], "multiplicity": 2, "total_energy_ev": -94524.467, "largest_force_ev_per_a": 1.611}

4.
{"formula": "C38H36BrN10O6PSTi", "method": "ωB97M-V with the def2-TZVPD basis set", "elements": ["Ti", "C", "N", "C", "C", "N", "C", "P", "C", "N", "C", "C", "N", "C", "C", "N", "C", "C", "N", "C", "H", "H", "H", "H", "H", "H", "H", "H", "H", "H", "H", "H", "H", "H", "H", "C", "C", "N", "C", "C", "N", "C", "O", "O", "C", "O", "O", "H", "H", "H", "H", "H", "Br", "C", "C", "C", "C", "C", "C", "C", "O", "O", "H", "H", "H", "H", "N", "S", "C", "C", "C", "C", "C", "C", "C", "C", "C", "C", "C", "C", "H", "H", "H", "H", "H", "H", "H", "H", "H", "H", "H", "N", "C", "H"], "positions_angstrom": [[0.14, -1.09, -0.77], [1.66, -3.46, -5.49], [0.91, -3.25, -4.24], [-0.22, -3.92, -3.86], [-0.55, -3.44, -2.63], [0.36, -2.49, -2.27], [1.24, -2.39, -3.26], [2.67, -1.25, -3.31], [3.45, -1.88, -1.79], [3.20, -3.07, -1.30], [4.12, -3.25, -0.29], [4.94, -2.16, -0.20], [4.52, -1.30, -1.19], [5.02, 0.04, -1.45], [1.72, 0.28, -2.85], [0.52, 0.22, -2.29], [-0.19, 1.31, -2.72], [0.59, 2.04, -3.56], [1.78, 1.38, -3.65], [2.94, 1.81, -4.43], [1.27, -4.35, -5.98], [2.71, -3.61, -5.28], [1.55, -2.61, -6.16], [-0.68, -4.68, -4.47], [-1.37, -3.72, -1.99], [4.13, -4.15, 0.31], [5.76, -1.92, 0.46], [5.99, 0.17, -0.98], [4.33, 0.80, -1.05], [5.12, 0.20, -2.52], [-1.20, 1.50, -2.40], [0.41, 2.97, -4.08], [2.65, 2.63, -5.08], [3.31, 0.99, -5.04], [3.74, 2.15, -3.77], [-0.99, -0.43, 4.23], [-1.82, -1.04, 3.16], [-1.68, -0.87, 1.87], [-2.63, -1.63, 1.26], [-3.40, -2.26, 2.20], [-2.87, -1.87, 3.39], [-4.59, -3.16, 2.26], [-5.13, -3.54, 1.12], [-5.02, -3.49, 3.33], [-2.66, -1.76, -0.23], [-3.54, -2.41, -0.78], [-1.71, -1.19, -0.92], [-0.07, -0.03, 3.78], [-0.71, -1.17, 4.98], [-1.53, 0.39, 4.73], [-3.22, -2.20, 4.27], [-4.62, -3.16, 0.35], [0.58, -3.99, 3.35], [2.01, -2.72, 3.33], [2.84, -2.76, 4.43], [3.90, -1.86, 4.58], [4.11, -0.90, 3.58], [3.30, -0.85, 2.47], [2.20, -1.76, 2.28], [1.48, -1.63, 1.08], [1.76, -0.64, 0.22], [0.46, -2.36, 0.67], [2.66, -3.52, 5.19], [4.53, -1.90, 5.46], [4.93, -0.19, 3.68], [3.47, -0.11, 1.69], [-0.40, 1.17, 0.19], [-3.51, 1.76, 0.68], [-3.25, 2.86, -0.69], [-2.32, 3.90, -0.64], [-2.12, 4.69, -1.77], [-2.82, 4.44, -2.94], [-3.73, 3.39, -2.99], [-3.95, 2.60, -1.86], [-3.32, 2.86, 2.07], [-4.36, 3.73, 2.41], [-4.21, 4.57, 3.50], [-3.04, 4.55, 4.25], [-2.02, 3.68, 3.91], [-2.15, 2.83, 2.82], [-1.24, 0.94, 0.72], [-1.76, 4.10, 0.27], [-1.40, 5.50, -1.73], [-2.66, 5.06, -3.82], [-4.29, 3.19, -3.90], [-4.67, 1.79, -1.89], [-5.26, 3.73, 1.81], [-5.03, 5.24, 3.77], [-2.94, 5.21, 5.11], [-1.10, 3.67, 4.50], [-1.35, 2.14, 2.57], [1.47, 2.65, 0.65], [0.55, 1.88, 0.46], [2.33, 2.36, 1.09]], "charge": 0, "lumo_energy_ev": [0.00, -0.06], "multiplicity": 3, "total_energy_ev": -180462.408, "largest_force_ev_per_a": 2.345}

5.
{"formula": "C38H36Cl2N3O7TeTi", "method": "ωB97M-V with the def2-TZVPD basis set", "elements": ["Ti", "O", "C", "C", "N", "C", "C", "O", "O", "C", "C", "O", "O", "H", "H", "H", "H", "H", "H", "H", "H", "H", "Cl", "C", "C", "C", "Cl", "C", "C", "C", "C", "N", "C", "C", "O", "H", "H", "H", "H", "C", "C", "C", "C", "C", "C", "Te", "N", "C", "O", "C", "C", "C", "C", "C", "C", "C", "C", "C", "C", "C", "C", "C", "C", "C", "C", "H", "H", "H", "H", "H", "H", "H", "H", "H", "H", "H", "H", "H", "H", "H", "H", "H", "H", "H", "H", "H", "H", "H"], "positions_angstrom": [[0.21, -0.45, -0.34], [-0.03, 2.05, -0.53], [0.85, 2.78, 0.32], [0.91, 2.06, 1.66], [1.43, 0.70, 1.50], [1.16, -0.17, 2.66], [0.16, -1.23, 2.23], [0.02, -2.29, 2.79], [-0.61, -0.80, 1.25], [2.82, 0.70, 1.04], [2.90, 0.61, -0.49], [3.89, 0.98, -1.07], [1.82, 0.14, -1.05], [0.34, 2.02, -1.42], [1.84, 2.87, -0.11], [0.45, 3.79, 0.48], [1.52, 2.65, 2.36], [-0.11, 1.99, 2.05], [2.06, -0.66, 3.02], [0.71, 0.39, 3.48], [3.37, 1.59, 1.37], [3.34, -0.18, 1.42], [-0.88, -0.18, -4.96], [-2.09, 0.16, -3.77], [-3.40, 0.46, -4.18], [-4.37, 0.71, -3.26], [-5.98, 1.08, -3.79], [-4.09, 0.64, -1.88], [-5.03, 0.81, -0.84], [-4.64, 0.66, 0.46], [-3.29, 0.36, 0.74], [-2.39, 0.22, -0.20], [-2.77, 0.34, -1.49], [-1.73, 0.12, -2.44], [-0.51, -0.10, -2.01], [-3.63, 0.49, -5.24], [-6.06, 1.05, -1.08], [-5.34, 0.76, 1.28], [-2.95, 0.22, 1.76], [-7.95, -3.91, 1.59], [-6.50, -3.69, 1.26], [-6.11, -3.29, -0.01], [-4.77, -3.13, -0.35], [-4.43, -2.69, -1.76], [-3.79, -3.39, 0.61], [-1.59, -3.31, 0.24], [0.14, -2.30, -0.77], [1.20, -2.72, -0.07], [1.86, -1.88, 0.60], [1.63, -4.15, -0.16], [1.41, -5.06, 0.86], [1.77, -6.39, 0.68], [2.37, -6.80, -0.50], [2.63, -5.88, -1.51], [2.25, -4.55, -1.34], [-1.83, -4.44, -1.56], [-1.43, -3.85, -2.76], [-1.58, -4.53, -3.96], [-2.14, -5.80, -3.96], [-2.52, -6.39, -2.77], [-2.36, -5.73, -1.55], [-2.77, -6.42, -0.27], [-4.16, -3.74, 1.92], [-3.14, -3.96, 3.00], [-5.51, -3.90, 2.21], [-8.60, -3.40, 0.89], [-8.18, -3.56, 2.60], [-8.18, -4.98, 1.55], [-6.87, -3.09, -0.76], [-5.19, -2.00, -2.14], [-4.39, -3.55, -2.42], [-3.46, -2.20, -1.79], [0.98, -4.73, 1.80], [1.58, -7.11, 1.46], [2.65, -7.84, -0.64], [3.12, -6.18, -2.42], [2.43, -3.82, -2.12], [-0.99, -2.87, -2.75], [-1.26, -4.06, -4.88], [-2.28, -6.33, -4.90], [-2.95, -7.38, -2.78], [-2.47, -7.47, -0.30], [-3.85, -6.38, -0.13], [-2.29, -5.95, 0.58], [-2.53, -3.06, 3.14], [-2.46, -4.77, 2.74], [-3.61, -4.21, 3.95], [-5.80, -4.18, 3.22]], "charge": 0, "lumo_energy_ev": [-0.30, -1.38], "multiplicity": 2, "total_energy_ev": -114250.154, "largest_force_ev_per_a": 2.238}